Record 1
{
  "formula": "C4H11N2S",
  "method": "wB97M-V/def2-TZVPD",
  "symbols": ["C", "N", "C", "N", "C", "C", "S", "H", "H", "H", "H", "H", "H", "H", "H", "H", "H", "H"],
  "coordinates": [[-0.8036, -1.2397, 0.2251], [-0.0169, -0.8284, 1.3982], [0.2486, 0.5312, 1.6469], [1.4395, 1.0588, 0.9521], [-0.1319, -0.8563, -1.1235], [-0.5627, 0.5297, -1.6508], [0.8003, 1.4812, -2.3631], [-1.7859, -0.7690, 0.1966], [-0.8503, -2.3137, 0.3582], [0.8638, -1.3315, 1.3735], [-0.5440, 1.2155, 1.3694], [0.4030, 0.7454, 2.7107], [1.4202, 0.7976, -0.0528], [1.3548, 2.0536, 0.8463], [0.9535, -0.8365, -1.0509], [-0.4161, -1.6726, -1.7867], [-0.9269, 1.0712, -0.7688], [-1.4456, 0.3636, -2.2803]],
  "lowdin_charge": [-0.23, -0.09, -0.37, -0.01, -0.31, -0.80, 0.14, 0.10, 0.09, 0.10, 0.09, 0.09, -0.04, 0.03, 0.06, 0.08, 0.01, 0.04],
  "relative_energy_kcal_mol": 22.8,
  "mol_weight_g_mol": 119.21,
  "max_force_ha_per_bohr": 0.0435,
  "orbital_gap_ha": 0.239,
  "e_tot_ha": -666.71016,
  "charge": -1,
  "smiles": "NCNCCC[S-]"
}

Record 2
{
  "formula": "CH9O4",
  "method": "wB97M-V/def2-TZVPD",
  "symbols": ["C", "O", "H", "H", "H", "H", "H", "O", "H", "H", "O", "H", "H", "O"],
  "coordinates": [[0.7461, -0.1924, -1.6211], [1.1425, 0.2814, -0.3909], [-0.0820, -0.9216, -1.5828], [0.4742, 0.5950, -2.3387], [1.4970, -0.7363, -2.2797], [-1.1597, -0.2270, 1.8730], [-1.5004, 1.2570, 1.6053], [-1.7911, 0.4788, 2.1197], [0.3901, 1.3969, 0.4045], [-0.4120, 2.7629, 0.0595], [-0.1185, 2.1968, 0.7813], [0.4602, -1.5763, 0.3015], [0.5093, -2.9685, 0.6939], [-0.1557, -2.3466, 0.3745]],
  "lowdin_charge": [-0.40, -0.39, 0.04, 0.03, 0.05, 0.02, -0.01, -0.12, -0.01, 0.02, -0.15, 0.01, 0.02, -0.10],
  "relative_energy_kcal_mol": 13.4,
  "mol_weight_g_mol": 85.08,
  "max_force_ha_per_bohr": 0.0246,
  "orbital_gap_ha": 0.285,
  "e_tot_ha": -344.47360,
  "charge": -1
}

Record 3
{
  "formula": "C16H48O8",
  "method": "wB97M-V/def2-TZVPD",
  "symbols": ["C", "C", "O", "H", "H", "H", "H", "H", "H", "C", "C", "O", "H", "H", "H", "H", "H", "H", "C", "C", "O", "H", "H", "H", "H", "H", "H", "C", "C", "O", "H", "H", "H", "H", "H", "H", "C", "C", "O", "H", "H", "H", "H", "H", "H", "C", "C", "O", "H", "H", "H", "H", "H", "H", "C", "C", "O", "H", "H", "H", "H", "H", "H", "C", "C", "O", "H", "H", "H", "H", "H", "H"],
  "coordinates": [[-0.5930, -15.2000, -1.6864], [0.7147, -15.3886, -2.3256], [1.0886, -14.1588, -2.8492], [-0.5040, -14.4348, -0.9152], [-1.0142, -16.0925, -1.2237], [-1.3752, -14.9775, -2.4121], [0.6750, -16.0756, -3.1709], [1.3989, -15.8259, -1.5983], [1.1167, -13.4740, -2.1770], [-4.7895, -18.5419, -4.3643], [-5.0890, -19.6572, -5.3974], [-5.1857, -20.9077, -4.6928], [-5.6946, -18.4898, -3.7592], [-4.6369, -17.5963, -4.8847], [-3.8658, -18.7325, -3.8179], [-4.2626, -19.7970, -6.0943], [-5.9968, -19.5401, -5.9893], [-6.1031, -21.1863, -4.6439], [5.1898, -18.8920, -3.9561], [5.1678, -19.3319, -2.5028], [3.8728, -19.7117, -2.1174], [5.1965, -19.7721, -4.5991], [6.0081, -18.2419, -4.2657], [4.3087, -18.3246, -4.2558], [5.4682, -18.4280, -1.9728], [5.9317, -20.0762, -2.2779], [3.7366, -20.6483, -2.2780], [1.2866, -21.3145, -6.7369], [0.5564, -21.2256, -5.3576], [1.0775, -22.1978, -4.5583], [2.2937, -20.9110, -6.6321], [0.6707, -20.6638, -7.3576], [1.5016, -22.2957, -7.1602], [-0.5291, -21.2768, -5.4414], [0.8519, -20.2649, -4.9358], [0.6363, -22.0890, -3.7127], [-3.7207, -13.1102, 2.4833], [-4.4480, -14.3349, 1.9637], [-5.4818, -13.9166, 1.0653], [-3.0032, -13.3278, 3.2745], [-4.4472, -12.4155, 2.9048], [-3.2835, -12.5985, 1.6259], [-4.7680, -15.0566, 2.7154], [-3.7037, -14.7885, 1.3092], [-5.1140, -13.3668, 0.3696], [-0.9457, -21.2670, -0.1709], [-1.7682, -20.5938, -1.2340], [-2.5335, -21.5782, -1.7815], [-0.2288, -22.0086, -0.5232], [-1.5860, -21.6450, 0.6262], [-0.2751, -20.5611, 0.3190], [-1.1125, -20.1201, -1.9645], [-2.4437, -19.8354, -0.8381], [-3.0002, -21.3863, -2.5982], [4.2641, -10.1899, -0.8778], [2.9385, -9.8797, -1.5020], [1.9016, -10.6553, -0.8035], [4.3492, -11.2761, -0.8470], [4.1518, -9.7834, 0.1273], [5.1372, -9.7136, -1.3240], [2.8437, -9.9870, -2.5825], [2.8633, -8.8255, -1.2355], [1.6876, -10.1184, -0.0370], [-0.0271, -14.3217, -7.4521], [1.3379, -14.9224, -7.6291], [2.2281, -14.0702, -6.9003], [-0.1074, -14.0217, -6.4073], [-0.7869, -15.0394, -7.7616], [-0.2053, -13.4740, -8.1136], [1.5246, -15.0568, -8.6945], [1.4456, -15.9153, -7.1925], [2.0299, -14.2376, -5.9760]],
  "lowdin_charge": [-0.11, -0.36, -0.07, 0.08, 0.07, 0.08, 0.12, 0.11, 0.08, -0.08, -0.30, -0.10, 0.07, 0.07, 0.06, 0.10, 0.11, 0.08, -0.10, -0.34, -0.07, 0.07, 0.07, 0.07, 0.10, 0.11, 0.08, -0.07, -0.36, -0.06, 0.06, 0.07, 0.07, 0.11, 0.10, 0.08, -0.10, -0.31, -0.09, 0.07, 0.07, 0.07, 0.12, 0.10, 0.08, -0.09, -0.38, -0.07, 0.07, 0.08, 0.07, 0.10, 0.11, 0.08, -0.11, -0.30, -0.10, 0.08, 0.07, 0.08, 0.11, 0.10, 0.07, -0.10, -0.32, -0.09, 0.07, 0.07, 0.08, 0.11, 0.10, 0.07],
  "relative_energy_kcal_mol": 98.9,
  "mol_weight_g_mol": 368.55,
  "max_force_ha_per_bohr": 0.0568,
  "orbital_gap_ha": 0.381,
  "e_tot_ha": -1240.15039,
  "charge": 0,
  "smiles": "CCO.CCO.CCO.CCO.CCO.CCO.CCO.CCO"
}

Record 4
{
  "formula": "C20H25ClN2O4S2",
  "method": "wB97M-V/def2-TZVPD",
  "symbols": ["C", "C", "O", "C", "C", "C", "C", "C", "C", "H", "H", "N", "S", "O", "O", "C", "H", "H", "H", "C", "H", "H", "C", "O", "N", "H", "C", "C", "H", "H", "S", "C", "C", "C", "C", "C", "C", "C", "Cl", "H", "H", "H", "H", "H", "H", "H", "H", "H", "H", "H", "H", "H", "H", "H"],
  "coordinates": [[-1.1565, -6.1573, 0.6005], [-0.0473, -5.1261, 0.7381], [-0.3925, -4.0159, -0.0665], [0.4521, -2.9512, -0.1172], [0.0582, -1.8980, -0.9426], [0.8296, -0.7630, -1.0641], [2.0316, -0.6529, -0.3666], [2.4361, -1.7085, 0.4416], [1.6543, -2.8437, 0.5735], [2.0050, -3.6400, 1.2106], [3.3805, -1.6487, 0.9571], [2.8359, 0.4942, -0.4651], [3.6524, 1.0176, 0.8895], [4.7125, 0.1229, 1.2379], [4.0265, 2.3878, 0.6411], [2.4114, 0.9934, 2.2038], [2.2873, -0.0234, 2.5490], [2.7882, 1.6234, 2.9997], [1.4797, 1.3805, 1.8088], [2.7802, 1.3424, -1.6357], [3.7284, 1.8817, -1.6851], [2.6743, 0.7118, -2.5224], [1.6311, 2.3613, -1.6165], [0.6764, 2.2846, -2.3683], [1.8066, 3.3427, -0.7189], [2.6229, 3.2939, -0.1148], [0.7933, 4.3302, -0.4492], [0.0267, 4.0287, 0.8391], [-0.7762, 4.7517, 0.9860], [0.6971, 4.0579, 1.6981], [-0.6974, 2.3542, 0.8694], [-1.9090, 2.5090, -0.5076], [-2.8863, 1.3861, -0.4487], [-2.7754, 0.3118, -1.3235], [-3.6658, -0.7448, -1.2743], [-4.6887, -0.7442, -0.3415], [-4.8222, 0.3159, 0.5373], [-3.9243, 1.3683, 0.4802], [-4.1182, 2.6830, 1.5881], [-5.6180, 0.3314, 1.2658], [-5.3868, -1.5660, -0.2963], [-3.5648, -1.5685, -1.9644], [-1.9803, 0.3212, -2.0532], [-2.4033, 3.4719, -0.3727], [-1.3434, 2.4826, -1.4387], [1.2611, 5.3154, -0.3593], [0.1119, 4.3378, -1.3039], [0.4978, 0.0351, -1.7062], [-0.8719, -1.9920, -1.4787], [0.9094, -5.5517, 0.4044], [0.0533, -4.8153, 1.7875], [-2.1007, -5.7307, 0.9273], [-0.9287, -7.0295, 1.2064], [-1.2544, -6.4593, -0.4385]],
  "lowdin_charge": [-0.07, -0.27, -0.05, -0.26, 0.02, 0.00, -0.26, -0.03, 0.00, 0.11, 0.10, -0.17, 0.65, -0.28, -0.31, -0.10, 0.06, 0.07, -0.01, -0.08, 0.13, 0.14, -0.48, 0.03, 0.06, 0.10, -0.22, -0.43, 0.08, 0.07, 0.88, -0.42, -0.32, -0.04, -0.08, -0.08, -0.10, -0.61, 0.70, 0.10, 0.10, 0.10, 0.11, 0.07, 0.06, 0.12, 0.12, 0.09, 0.11, 0.13, 0.13, 0.08, 0.08, 0.08],
  "relative_energy_kcal_mol": 0.8,
  "mol_weight_g_mol": 457.02,
  "max_force_ha_per_bohr": 0.0196,
  "orbital_gap_ha": 0.321,
  "e_tot_ha": -2444.17205,
  "charge": 0,
  "smiles": "CCOc1ccc(N(CC(=O)NCCSCc2ccccc2Cl)S(C)(=O)=O)cc1"
}

Record 5
{
  "formula": "C4H22BO19",
  "method": "wB97M-V/def2-TZVPD",
  "symbols": ["O", "C", "O", "B", "O", "C", "O", "O", "C", "O", "C", "O", "O", "O", "H", "H", "O", "H", "H", "O", "H", "H", "O", "H", "H", "O", "H", "H", "O", "H", "H", "O", "H", "H", "O", "H", "H", "O", "H", "H", "O", "H", "H", "O", "H", "H"],
  "coordinates": [[-2.1109, -1.7147, 0.1962], [-1.1573, -0.8807, 0.0221], [-0.5901, -0.4656, -1.0289], [0.6241, 0.2765, -0.6872], [0.6418, 0.2799, 0.8277], [-0.3936, -0.2499, 1.2556], [-0.7026, -0.4654, 2.4362], [0.6502, 1.6474, -1.2007], [1.5817, 1.7920, -2.0776], [1.8433, 2.8526, -2.6374], [2.3588, 0.4730, -2.2257], [1.7357, -0.3647, -1.4247], [3.2673, 0.2270, -2.9660], [5.5138, -1.5539, -2.2769], [5.3167, -0.6195, -2.3424], [4.6663, -1.9669, -2.1115], [-0.0692, 4.9700, -2.4254], [-0.1954, 4.6824, -3.3296], [0.3517, 4.2266, -1.9937], [3.0024, 0.3782, 2.6292], [3.1735, -0.0740, 1.8031], [2.5761, -0.2793, 3.1789], [4.3310, 2.0322, -4.9637], [3.6221, 2.5880, -5.2872], [3.9532, 1.5739, -4.2131], [-4.3795, -2.8617, 1.3635], [-4.9343, -2.1017, 1.5389], [-3.5119, -2.6022, 1.6737], [-2.5297, -3.8138, -1.7213], [-2.6345, -3.2723, -0.9390], [-1.9079, -3.3310, -2.2659], [-1.7224, -2.7845, 2.8802], [-1.2818, -3.2121, 2.1459], [-1.5512, -1.8515, 2.7525], [0.3875, 1.4258, 4.6568], [-0.2219, 0.7317, 4.9081], [1.1709, 0.9619, 4.3611], [-1.6422, 2.1444, 3.0140], [-1.9904, 2.8137, 3.6032], [-0.7994, 1.9021, 3.3976], [-1.7921, -1.2661, -3.4830], [-1.4760, -1.0556, -2.6044], [-1.4774, -2.1555, -3.6446], [-3.9493, -0.0268, 3.2388], [-3.1906, 0.5531, 3.3046], [-4.5566, 0.4370, 2.6622]],
  "lowdin_charge": [0.08, -0.28, 0.25, -0.77, 0.28, -0.37, 0.08, 0.27, -0.36, 0.13, -0.35, 0.25, 0.15, -0.06, 0.01, 0.02, -0.06, 0.02, -0.01, -0.04, 0.03, 0.03, -0.06, 0.02, -0.02, -0.06, 0.02, -0.03, -0.05, -0.01, -0.01, -0.06, 0.03, -0.04, -0.03, 0.05, 0.03, -0.05, 0.04, -0.02, -0.03, -0.01, 0.02, -0.05, -0.01, 0.03],
  "relative_energy_kcal_mol": 33.8,
  "mol_weight_g_mol": 385.01,
  "max_force_ha_per_bohr": 0.1398,
  "orbital_gap_ha": 0.368,
  "e_tot_ha": -1620.36769,
  "charge": -1
}

Record 6
{
  "formula": "C3H4O2S",
  "method": "wB97M-V/def2-TZVPD",
  "symbols": ["C", "C", "C", "O", "O", "S", "H", "H", "H", "H"],
  "coordinates": [[-0.2642, -0.0693, 0.3550], [1.0758, 0.2759, 0.3738], [-1.8883, 0.1858, -0.1980], [1.9170, 1.1775, -0.2583], [3.2298, -1.0675, -0.4434], [2.8191, -0.0437, 0.4515], [-0.3735, -0.9752, 0.8313], [-2.1005, 0.0609, -1.3513], [-2.0794, 1.1758, -0.0080], [-2.3358, -0.7202, 0.2473]],
  "lowdin_charge": [-0.04, -0.42, -0.03, -0.26, -0.44, 1.00, 0.03, 0.09, 0.00, 0.06],
  "relative_energy_kcal_mol": 105.2,
  "mol_weight_g_mol": 104.13,
  "max_force_ha_per_bohr": 0.1033,
  "orbital_gap_ha": 0.370,
  "e_tot_ha": -665.21791,
  "charge": 0
}